[1]
76
Properties=species:S:1:pos:R:3 method="wB97M-V/def2-TZVPD" e_homo_ev=-5.246 max_force_ev_per_a=3.528 charge=0
C -1.10 -1.00 3.61
C -0.61 -0.45 2.66
C -0.01 -0.04 1.30
F 1.09 0.63 1.85
C 0.63 -1.14 0.30
C 0.25 -2.43 1.10
N 0.81 -3.70 0.60
C 2.20 -1.23 0.23
C 2.96 -1.62 -1.07
C 4.48 -1.47 -0.68
Br 2.83 -3.41 -1.84
C -0.16 -0.71 -1.02
C -1.20 -1.79 -1.37
C -0.72 -3.16 -1.84
N -1.30 -4.21 -1.41
N 0.60 -0.47 -2.24
C 0.38 -0.84 -3.36
O 0.07 -1.28 -4.39
N -0.72 0.71 -0.79
B 0.35 1.86 -0.92
O -0.11 3.18 -0.99
C 1.91 1.81 -0.96
C 2.68 2.50 0.23
P -1.87 1.39 -2.02
C -3.38 0.46 -2.48
C -1.14 2.00 -3.60
C -1.20 0.75 0.66
C -1.51 2.09 1.39
C -0.42 2.95 2.07
N -0.09 2.80 3.29
B -2.73 0.13 0.86
O -3.02 -1.17 1.25
C -4.07 1.00 0.60
C -4.87 1.29 1.91
H -1.50 -1.51 4.47
H 0.76 -2.36 2.07
H -0.83 -2.62 1.22
H 0.19 -4.47 0.81
H 1.73 -3.88 0.99
H 2.59 -1.88 1.03
H 2.71 -0.27 0.45
H 2.87 -0.90 -1.88
H 5.09 -1.76 -1.54
H 4.73 -2.00 0.24
H 4.65 -0.38 -0.55
H -1.92 -1.50 -2.16
H -1.87 -2.07 -0.53
H 0.06 -3.32 -2.59
H -0.88 -5.02 -1.86
H 0.47 3.75 -0.48
H 2.39 0.84 -1.15
H 2.20 2.40 -1.85
H 3.49 1.82 0.56
H 2.08 2.71 1.12
H 3.19 3.41 -0.12
H -3.31 0.08 -3.52
H -3.64 -0.42 -1.87
H -4.25 1.13 -2.46
H -0.08 1.80 -3.80
H -1.71 1.63 -4.47
H -1.26 3.09 -3.61
H -2.17 1.87 2.25
H -2.01 2.77 0.69
H 0.11 3.77 1.57
H -0.63 2.04 3.71
H -3.59 -1.16 2.02
H -3.89 1.89 -0.01
H -4.72 0.35 -0.01
H -5.36 0.36 2.25
H -4.30 1.80 2.70
H -5.69 1.97 1.64
C 4.67 0.14 2.32
O 5.10 0.85 1.27
H 3.90 0.62 2.98
H 4.19 -0.85 2.11
H 5.45 -0.16 3.07

[2]
84
Properties=species:S:1:pos:R:3 method="wB97M-V/def2-TZVPD" smiles="O=C1OCCO1.O=C1OCCO1.ClCCCl.ClCCCl.ClCCCl.ClCCCl.ClCCCl.ClCCCl.ClCCCl.ClCCCl" de_lowest_kcal_mol=31.0 e_homo_ev=-10.892 max_force_ev_per_a=3.072 charge=0
O 5.74 -4.05 -5.04
C 5.58 -2.84 -5.01
O 4.44 -2.20 -4.69
C 4.77 -0.75 -4.53
C 6.09 -0.63 -5.33
O 6.65 -1.93 -5.11
H 4.10 -0.08 -5.06
H 5.06 -0.41 -3.54
H 6.76 0.18 -5.04
H 5.96 -0.52 -6.40
O 7.04 5.07 4.38
C 5.94 4.67 4.49
O 4.89 5.21 5.13
C 3.73 4.48 4.96
C 4.28 3.16 4.45
O 5.60 3.46 4.08
H 3.27 4.25 5.92
H 2.96 5.01 4.40
H 3.78 2.79 3.55
H 4.24 2.42 5.24
Cl -1.02 -4.49 -7.90
C -0.49 -3.33 -6.61
C -1.71 -2.59 -6.09
Cl -1.16 -1.14 -5.22
H 0.14 -2.58 -7.10
H -0.02 -3.92 -5.83
H -2.27 -3.21 -5.39
H -2.31 -2.18 -6.91
Cl -2.69 8.14 5.81
C -2.97 6.81 4.64
C -3.91 7.22 3.50
Cl -3.13 8.49 2.48
H -3.27 5.87 5.11
H -2.02 6.54 4.18
H -4.86 7.58 3.91
H -4.03 6.35 2.86
Cl -4.62 -3.42 -1.09
C -4.54 -5.05 -1.63
C -5.64 -5.40 -2.54
Cl -5.38 -7.02 -3.20
H -4.47 -5.72 -0.77
H -3.55 -5.09 -2.07
H -5.73 -4.68 -3.35
H -6.59 -5.41 -2.00
Cl -0.66 -4.16 6.14
C -1.87 -5.20 5.17
C -2.64 -6.14 6.12
Cl -1.76 -7.71 6.25
H -1.36 -5.73 4.37
H -2.61 -4.54 4.73
H -3.60 -6.29 5.64
H -2.72 -5.71 7.12
Cl 7.14 -4.36 0.23
C 5.45 -4.88 0.10
C 4.79 -4.72 1.47
Cl 3.00 -5.08 1.47
H 5.31 -5.93 -0.17
H 4.91 -4.25 -0.60
H 5.01 -3.68 1.73
H 5.30 -5.44 2.11
Cl -8.20 0.55 1.04
C -8.00 2.11 0.22
C -6.72 2.17 -0.55
Cl -6.50 3.69 -1.43
H -8.07 2.91 0.96
H -8.87 2.16 -0.43
H -6.72 1.42 -1.34
H -5.82 1.89 -0.01
Cl -0.71 2.11 2.03
C -1.04 0.42 1.53
C -0.18 -0.09 0.32
Cl 1.65 -0.14 0.62
H -2.09 0.34 1.25
H -0.84 -0.23 2.38
H -0.33 0.69 -0.43
H -0.43 -1.03 -0.16
Cl -0.12 6.65 -3.07
C 1.37 5.59 -3.04
C 2.27 5.87 -1.83
Cl 3.71 4.83 -1.95
H 1.84 5.63 -4.03
H 0.97 4.59 -2.94
H 1.77 5.77 -0.87
H 2.72 6.86 -1.82

[3]
81
Properties=species:S:1:pos:R:3 method="wB97M-V/def2-TZVPD" smiles="CCN[C@@]1(CCOC=O)[C@H](C[C@@H](O)CN)[C@@](CNC)(CON=O)OS(=O)(=O)[C@@H]1CCCI.CCOC(=O)C(F)(F)F" e_homo_ev=-9.239 max_force_ev_per_a=2.478 charge=0
C -4.09 -3.13 -1.58
C -3.59 -2.58 -0.23
N -3.26 -1.16 -0.26
C -1.84 -0.80 -0.38
C -1.21 -1.43 -1.62
C -0.84 -2.93 -1.64
O 0.55 -3.06 -2.04
C 0.73 -3.10 -3.38
O 1.70 -2.62 -3.89
C -1.96 0.77 -0.61
C -2.58 1.18 -1.97
C -1.73 1.69 -3.13
O -0.71 0.84 -3.61
C -2.69 2.01 -4.30
N -1.94 2.31 -5.53
C -0.85 1.67 -0.07
C 0.46 1.79 -0.84
N 1.28 0.58 -0.85
C 2.18 0.62 -2.01
C -1.46 3.12 -0.01
O -0.86 4.01 -0.97
N -1.61 5.23 -0.93
O -2.25 5.36 -1.89
O -0.48 1.44 1.32
S -1.23 0.27 2.07
O -2.63 0.53 2.28
O -0.63 0.02 3.35
C -1.09 -1.14 0.96
C 0.31 -1.78 0.89
C 1.34 -1.45 1.97
C 2.53 -2.41 1.84
I 3.88 -1.94 0.25
H -3.88 -4.20 -1.63
H -5.17 -3.01 -1.62
H -3.59 -2.64 -2.41
H -2.79 -3.22 0.18
H -4.42 -2.72 0.46
H -3.62 -0.75 0.59
H -0.28 -0.89 -1.81
H -1.82 -1.26 -2.50
H -0.90 -3.42 -0.68
H -1.43 -3.45 -2.38
H -0.03 -3.63 -3.97
H -2.80 1.01 0.05
H -3.16 0.33 -2.31
H -3.33 1.95 -1.82
H -1.25 2.64 -2.92
H -1.07 0.10 -4.09
H -3.30 1.12 -4.47
H -3.33 2.85 -4.05
H -1.73 1.44 -6.01
H -2.58 2.80 -6.16
H 0.35 2.13 -1.86
H 1.03 2.57 -0.34
H 1.90 0.63 -0.05
H 2.57 1.62 -2.20
H 3.04 -0.03 -1.87
H 1.66 0.27 -2.90
H -1.29 3.54 0.98
H -2.54 3.10 -0.14
H -1.73 -1.85 1.48
H 0.81 -1.66 -0.06
H 0.16 -2.86 0.97
H 0.93 -1.69 2.95
H 1.72 -0.44 1.92
H 2.18 -3.43 1.66
H 3.10 -2.44 2.76
C 2.41 1.05 4.42
C 3.11 0.86 5.75
O 4.42 0.29 5.56
C 5.38 1.12 5.19
O 5.27 2.30 5.00
C 6.71 0.36 5.07
F 6.56 -0.79 4.40
F 7.19 0.06 6.29
F 7.62 1.09 4.43
H 2.36 0.11 3.88
H 1.39 1.41 4.58
H 2.93 1.77 3.80
H 2.57 0.15 6.37
H 3.19 1.79 6.30